Entry 1:
109
Properties=species:S:1:pos:R:3 method="wB97M-V/def2-TZVPD" lumo_energy_ha=-0.020 homo_lumo_gap_ev=6.917 energy_ha=-3951.4807 total_charge=0
Hf 1.2769 0.3050 -0.9722
C 3.4069 6.5960 -2.0281
C 2.8434 5.3108 -1.4466
N 2.9725 4.2308 -2.4020
C 2.2254 3.1180 -2.4612
S 0.8943 2.9488 -1.3425
N 2.5513 2.2255 -3.3680
N 1.8307 1.0826 -3.2218
C 1.7522 0.3038 -4.2393
C 2.4442 0.5602 -5.5352
C 0.9033 -0.8787 -4.0531
C 0.6065 -1.7361 -5.1078
C -0.1820 -2.8454 -4.8728
C -0.6500 -3.0744 -3.5906
C -0.3325 -2.1594 -2.5984
N 0.4063 -1.0787 -2.8168
H 3.2792 7.4163 -1.3240
H 4.4745 6.5025 -2.2353
H 2.8994 6.8573 -2.9568
H 3.3609 5.0507 -0.5159
H 1.7874 5.4260 -1.1995
H 3.7713 4.2317 -3.0193
H 1.7715 1.0348 -6.2535
H 3.2810 1.2337 -5.3652
H 2.8066 -0.3699 -5.9664
H 0.9974 -1.5379 -6.0918
H -0.4153 -3.5296 -5.6772
H -1.2428 -3.9420 -3.3498
H -0.6629 -2.3046 -1.5785
C -1.0357 -1.3136 3.4567
Sb -0.7229 -1.3465 1.3234
C 0.5936 0.4399 1.2167
C 1.7102 -0.0097 2.1409
C 2.2280 -1.3063 2.2968
C 3.2200 -1.5404 3.2282
C 3.7127 -0.4901 3.9888
C 3.1525 0.7567 3.7780
N 2.1789 0.9778 2.9089
Si 0.1380 2.1910 1.9078
C 1.4274 3.5765 1.8224
C -1.3499 2.8578 0.9188
C -0.4390 2.1595 3.7207
C -2.8540 -1.1820 0.6396
C -2.8051 -0.5925 -0.7456
C -3.8512 -0.8318 -1.6491
C -3.8773 -0.2222 -2.8837
C -2.8539 0.6569 -3.2113
C -1.8377 0.8222 -2.2955
N -1.7736 0.1957 -1.1146
Si -3.3864 -3.0530 0.6247
C -2.7789 -3.9763 2.1468
C -5.2488 -3.3730 0.4977
C -2.6878 -4.0148 -0.8321
Si -4.1668 -0.2792 1.7297
C -3.6515 1.3162 2.5623
C -4.7711 -1.3718 3.1489
C -5.6768 0.2025 0.7017
H -0.1125 -0.9625 3.9123
H -1.2572 -2.3106 3.8219
H -1.8423 -0.6374 3.7277
H 1.8880 -2.1222 1.6788
H 3.6221 -2.5394 3.3385
H 4.5034 -0.6285 4.7118
H 3.4857 1.6207 4.3440
H 2.3049 3.3001 1.2438
H 1.7571 3.7878 2.8383
H 0.9987 4.4808 1.3900
H -1.0332 3.5435 0.1394
H -1.9913 3.4290 1.5909
H -1.9564 2.0846 0.4524
H 0.4132 2.2319 4.3903
H -1.0024 1.2779 4.0121
H -1.0791 3.0267 3.8924
H -4.6611 -1.4791 -1.3540
H -4.6934 -0.4111 -3.5679
H -2.8331 1.1956 -4.1468
H -1.0161 1.4977 -2.5174
H -3.0390 -3.5133 3.0943
H -1.7001 -4.1188 2.1224
H -3.2328 -4.9681 2.1280
H -5.8757 -2.8030 1.1790
H -5.3983 -4.4295 0.7282
H -5.6256 -3.2216 -0.5128
H -1.6062 -4.1183 -0.7849
H -2.9730 -3.5832 -1.7877
H -3.1123 -5.0199 -0.7876
H -2.6335 1.3305 2.9367
H -4.3210 1.4595 3.4129
H -3.7723 2.1704 1.8990
H -4.0074 -1.5043 3.9126
H -5.1500 -2.3554 2.8796
H -5.5942 -0.8261 3.6136
H -5.4105 0.9169 -0.0749
H -6.3814 0.7022 1.3683
H -6.2009 -0.6261 0.2315
O 3.2120 -1.4373 -2.3517
C 3.1355 -1.5811 -1.1433
O 1.9680 -1.5775 -0.5194
C 4.3134 -1.5164 -0.2369
C 5.0780 -2.5960 0.1606
C 6.1468 -2.3923 1.0228
C 6.4363 -1.1098 1.4669
C 5.6650 -0.0313 1.0688
C 4.5834 -0.2221 0.2161
S 3.5954 1.1590 -0.2830
H 4.8439 -3.5882 -0.2010
H 6.7541 -3.2282 1.3402
H 7.2698 -0.9475 2.1378
H 5.8874 0.9641 1.4272


Entry 2:
112
Properties=species:S:1:pos:R:3 method="wB97M-V/def2-TZVPD" lumo_energy_ha="-0.193 / -0.306" spin_multiplicity=2 homo_lumo_gap_ev="5.054 / 1.991" energy_ha=-3518.8102 total_charge=+2
Ir -0.0343 0.8389 0.3459
C 0.1446 4.7122 -0.5760
C 0.9928 4.2600 0.6174
C 2.4098 3.9299 0.1754
P 0.1754 2.8398 1.4225
C -1.4539 3.5151 2.0112
C -1.3458 4.9401 2.5600
C -2.0543 2.6068 3.0958
C 0.9359 2.3690 2.9671
C 1.5211 3.2491 3.8750
C 2.0088 2.7834 5.0819
C 1.8865 1.4279 5.3779
C 1.3100 0.5431 4.4864
C 0.8257 0.9933 3.2479
N 0.2787 0.1328 2.2848
C 0.8226 -1.1934 2.2661
C 0.3902 -2.2165 3.0994
C 0.8887 -3.5025 2.9217
C 1.8018 -3.7730 1.9108
C 2.2575 -2.7427 1.0951
C 1.7815 -1.4509 1.2810
P 2.1915 0.0584 0.3481
C 2.8626 -0.5175 -1.2676
C 2.7181 0.5158 -2.3871
C 4.2909 -1.0833 -1.2252
C 3.5331 0.8897 1.3405
C 4.6466 1.5568 0.5218
C 4.1647 -0.0523 2.3714
H 0.5953 5.5971 -1.0261
H -0.8770 4.9744 -0.2960
H 0.1151 3.9309 -1.3381
H 1.0269 5.0574 1.3645
H 2.3992 3.1059 -0.5417
H 3.0487 3.6630 1.0157
H 2.8521 4.7958 -0.3191
H -2.1205 3.5496 1.1448
H -0.6297 4.9897 3.3817
H -2.3150 5.2389 2.9622
H -1.0649 5.6708 1.8038
H -1.5640 2.7947 4.0511
H -1.9352 1.5384 2.9002
H -3.1149 2.8320 3.2232
H 1.6162 4.2996 3.6260
H 2.4760 3.4594 5.7842
H 2.2584 1.0510 6.3217
H 1.2508 -0.5035 4.7472
H -0.3591 -2.0129 3.8553
H 0.5412 -4.3082 3.5559
H 2.1532 -4.7862 1.7592
H 2.9776 -2.9666 0.3192
H 2.1929 -1.3528 -1.4854
H 3.3923 1.3588 -2.2356
H 1.7036 0.9021 -2.4742
H 2.9981 0.0554 -3.3368
H 5.0230 -0.3030 -1.4165
H 4.4007 -1.8265 -2.0163
H 4.5497 -1.5632 -0.2832
H 2.9972 1.6646 1.8877
H 5.4176 0.8364 0.2600
H 5.1221 2.3182 1.1418
H 4.3067 2.0437 -0.3883
H 4.6624 -0.8975 1.8938
H 3.4430 -0.4416 3.0858
H 4.9213 0.5051 2.9265
N -2.2064 1.1040 0.2355
C -2.5687 1.8667 -0.9864
C -3.9768 1.5767 -1.4896
C -4.1672 0.1537 -2.0525
C -4.9178 0.1682 -3.3819
N -4.1157 0.9036 -4.3555
C -4.4483 1.1190 -5.6120
N -5.6144 0.6953 -6.1041
N -3.5905 1.7628 -6.4107
C -1.4884 1.6698 -2.0605
O -1.7817 1.8004 -3.2502
O -0.3074 1.4298 -1.6419
H -2.5922 0.1647 0.1693
H -2.6360 1.5289 1.0510
H -2.4965 2.9258 -0.7248
H -4.1851 2.3152 -2.2647
H -4.6936 1.7689 -0.6890
H -4.7256 -0.4734 -1.3571
H -3.1998 -0.3344 -2.2134
H -5.8867 0.6607 -3.2474
H -5.0980 -0.8514 -3.7310
H -3.2289 1.2987 -4.0026
H -6.2942 0.2434 -5.5193
H -5.8486 0.8267 -7.0727
H -2.7097 2.0868 -6.0458
H -3.8526 2.0553 -7.3354
O 1.5710 -7.2031 1.9074
S 0.3586 -7.8795 1.4901
O 0.4632 -9.3074 1.3577
O -0.7568 -7.4900 2.3503
C -0.0193 -7.1835 -0.1281
N 0.0464 -7.9524 -1.1972
C -0.1980 -7.3412 -2.3545
C -0.4775 -5.9828 -2.4376
C -0.5090 -5.2844 -1.2409
N -0.2941 -5.8949 -0.0786
C -0.7133 -3.8213 -1.0953
C -1.2414 -3.3443 0.1010
C -1.1722 -1.9985 0.3646
N -0.6059 -1.1208 -0.4790
C -0.2401 -1.5552 -1.6908
C -0.2801 -2.8949 -2.0358
H -0.1637 -7.9602 -3.2429
H -0.6676 -5.5115 -3.3916
H -1.6228 -4.0293 0.8443
H -1.5098 -1.6024 1.3132
H 0.1435 -0.8048 -2.3697
H 0.1075 -3.2043 -2.9973


Entry 3:
110
Properties=species:S:1:pos:R:3 method="wB97M-V/def2-TZVPD" lumo_energy_ha=0.082 homo_lumo_gap_ev=6.631 energy_ha=-3728.7382 total_charge=-1
Pd 0.0073 0.8263 0.2160
O -1.1356 -1.6514 3.1307
C -0.8861 -1.1205 2.0563
O 0.2276 -0.6176 1.6845
C -1.9664 -1.1282 0.9829
C -3.0488 -2.0254 1.1204
C -3.9579 -2.1211 0.1161
C -3.7989 -1.3146 -1.0364
C -4.6855 -1.3850 -2.1342
C -4.4871 -0.6038 -3.2384
C -3.3901 0.2796 -3.2827
C -2.5193 0.3749 -2.2326
C -2.7034 -0.4228 -1.0853
N -1.8018 -0.3450 -0.0542
H -3.0942 -2.5994 2.0344
H -4.7984 -2.8037 0.1734
H -5.5237 -2.0701 -2.0772
H -5.1678 -0.6627 -4.0785
H -3.2275 0.8901 -4.1625
H -1.6688 1.0418 -2.2612
C 1.2517 0.8312 6.5445
C 0.4752 0.8243 5.2481
O 1.3704 1.2131 4.1837
P 0.7943 2.1524 3.0341
O -0.6158 1.9249 2.6708
Te 2.1334 1.8293 1.0558
O 1.0218 3.6053 3.6928
C 0.5573 4.7258 2.9076
C 1.7167 5.6541 2.6290
H 0.6135 0.4984 7.3658
H 1.6155 1.8347 6.7691
H 2.1072 0.1579 6.4798
H -0.3736 1.5095 5.2903
H 0.0965 -0.1661 4.9965
H -0.2261 5.2146 3.4892
H 0.1145 4.3723 1.9739
H 2.2016 5.9598 3.5577
H 1.3627 6.5447 2.1061
H 2.4473 5.1542 1.9924
O 1.9778 -0.9519 -1.1034
P 2.4160 -2.0532 -2.0002
C 3.5329 -3.2984 -1.2152
C 4.8353 -2.6703 -0.6878
C 4.6030 -1.7705 0.5269
C 3.8820 -2.5217 1.6447
C 2.5939 -3.1712 1.1425
C 2.8779 -4.0728 -0.0599
C 0.9071 -3.0495 -2.3641
C -0.3471 -2.2363 -2.7311
C -0.7179 -2.2222 -4.2105
C -0.7044 -3.6295 -4.8028
C 0.6447 -4.3142 -4.5923
C 0.9968 -4.3889 -3.1083
C 3.4000 -1.3926 -3.4250
C 4.1365 -0.1157 -2.9343
C 4.3605 0.8735 -4.0726
C 3.0175 1.3981 -4.6024
C 1.9240 0.3229 -4.5088
C 2.5604 -1.0559 -4.6663
H 3.7924 -3.9980 -2.0206
H 5.3592 -2.1321 -1.4785
H 5.4933 -3.5002 -0.3984
H 3.9990 -0.9082 0.2406
H 5.5626 -1.3884 0.8865
H 3.6552 -1.8381 2.4648
H 4.5457 -3.3016 2.0436
H 1.8860 -2.3841 0.8747
H 2.1305 -3.7544 1.9423
H 1.9765 -4.5973 -0.3848
H 3.5868 -4.8557 0.2414
H 0.7489 -3.2959 -1.3071
H -0.2522 -1.2271 -2.3269
H -1.1864 -2.6967 -2.1936
H -0.0414 -1.5775 -4.7749
H -1.7102 -1.7768 -4.3148
H -0.9591 -3.6024 -5.8653
H -1.4798 -4.2295 -4.3105
H 1.4228 -3.7820 -5.1458
H 0.6218 -5.3269 -5.0046
H 1.9755 -4.8548 -2.9678
H 0.2751 -5.0674 -2.6372
H 4.1373 -2.1602 -3.6879
H 5.0818 -0.3795 -2.4612
H 3.5305 0.3652 -2.1625
H 4.9277 0.3946 -4.8779
H 4.9760 1.7033 -3.7185
H 3.1354 1.7172 -5.6430
H 2.7079 2.2771 -4.0392
H 1.1541 0.4966 -5.2646
H 1.4234 0.3870 -3.5360
H 3.2131 -1.0519 -5.5464
H 1.8198 -1.8279 -4.8513
C 0.7800 4.7680 -7.3947
C 0.4495 4.4482 -5.9613
C 1.3306 4.7673 -4.9353
C 1.0393 4.4485 -3.6157
C -0.1497 3.8091 -3.3133
C -1.0539 3.5024 -4.3205
C -0.7497 3.8169 -5.6349
S -0.5160 3.3606 -1.6319
O -1.9578 3.3385 -1.5307
O 0.1821 4.2846 -0.7740
O 0.0554 1.9682 -1.5907
H 1.6430 5.4303 -7.4618
H -0.0586 5.2534 -7.8967
H 1.0142 3.8595 -7.9545
H 2.2636 5.2675 -5.1702
H 1.7211 4.7023 -2.8136
H -1.9941 3.0350 -4.0567
H -1.4581 3.5781 -6.4212


Entry 4:
111
Properties=species:S:1:pos:R:3 method="wB97M-V/def2-TZVPD" smiles="CCCC[C@@H]1OC(=O)O[C@@H]1C[C@H](C)OCc1ccccc1.CC#N.CC#N.CC#N.CC#N.CC#N.CC#N.CC#N.CC#N.CC#N.CC#N.CC#N" lumo_energy_ha=0.007 homo_lumo_gap_ev=8.735 energy_ha=-2423.1978 total_charge=0
C 5.3790 2.9785 -1.4785
C 4.1753 3.6930 -0.6821
C 2.7399 2.9879 -0.8543
C 2.5372 2.1718 -2.2258
C 2.9417 0.6000 -2.0064
O 4.0712 0.4905 -2.9610
C 3.5172 0.0707 -4.2334
O 4.2095 -0.1405 -5.2476
O 2.0790 -0.0980 -4.0757
C 2.0195 -0.5081 -2.6718
C 0.6410 -0.9730 -2.0289
C 0.0880 -0.1290 -0.7912
C 0.0095 -1.1507 0.4791
O -1.2651 0.3658 -0.9557
C -1.3819 1.3039 -2.0462
C -2.9481 1.7303 -2.0836
C -3.5430 2.1470 -0.6832
C -5.0272 2.5416 -0.4990
C -5.9362 2.5299 -1.7731
C -5.3411 2.1125 -3.1616
C -3.8302 1.7054 -3.3532
H 5.4686 1.8696 -1.1754
H 6.3848 3.4653 -1.1967
H 5.2447 3.0647 -2.6091
H 4.1499 4.8053 -0.9592
H 4.4311 3.6499 0.4432
H 2.5468 2.2682 0.0255
H 1.9518 3.8282 -0.7873
H 1.4421 2.2738 -2.5539
H 3.1585 2.6417 -3.0802
H 3.3278 0.4670 -0.9370
H 2.6843 -1.4562 -2.5869
H 0.7755 -2.0715 -1.6912
H -0.1363 -1.0296 -2.8877
H 0.7343 0.7432 -0.4393
H -0.4930 -2.1041 0.0522
H -0.7674 -0.6785 1.1893
H 1.0256 -1.3517 0.9531
H -1.0863 0.8880 -3.0701
H -0.7930 2.2710 -1.8680
H -2.8708 2.1198 0.2389
H -5.3931 2.8011 0.5527
H -7.0336 2.8084 -1.6144
H -6.0801 2.0955 -4.0458
H -3.4023 1.3688 -4.3641
C -3.0192 -2.3768 3.8888
C -1.9780 -1.3808 3.6282
N -1.1615 -0.5961 3.4223
H -2.9331 -2.7966 4.8939
H -4.0197 -1.9457 3.8026
H -2.9640 -3.2109 3.1849
C -4.2241 -1.6859 0.2676
C -4.9708 -1.0466 1.3549
N -5.5573 -0.5445 2.2099
H -4.0142 -2.7351 0.4869
H -4.7785 -1.6564 -0.6726
H -3.2637 -1.1914 0.0937
C -1.9216 -3.9908 -2.0485
C -3.3821 -3.9631 -1.9319
N -4.5296 -3.9414 -1.8400
H -1.4384 -3.8424 -1.0796
H -1.5682 -4.9458 -2.4445
H -1.5572 -3.2068 -2.7169
C 1.6789 -0.7815 5.4384
C 2.9979 -0.3682 4.9515
N 4.0348 -0.0433 4.5683
H 0.8786 -0.4323 4.7806
H 1.5938 -1.8693 5.5001
H 1.4749 -0.3839 6.4358
C 2.5733 -4.2661 2.8723
C 1.1123 -4.2477 2.9800
N -0.0357 -4.2315 3.0687
H 3.0498 -4.1133 3.8439
H 2.9346 -5.2194 2.4795
H 2.9375 -3.4806 2.2053
C -0.9358 -5.7088 6.6580
C 0.1047 -4.7114 6.3959
N 0.9219 -3.9279 6.1901
H -0.8465 -6.1279 7.6631
H -1.9360 -5.2774 6.5735
H -0.8804 -6.5412 5.9524
C -3.8684 5.5959 -4.0639
C -5.2860 5.3476 -4.3372
N -6.4008 5.1535 -4.5528
H -3.3562 6.0066 -4.9372
H -3.7347 6.3082 -3.2464
H -3.3455 4.6779 -3.7824
C 5.1126 6.5759 -3.4171
C 3.6519 6.5719 -3.2951
N 2.5047 6.5675 -3.1983
H 5.5960 6.7309 -2.4495
H 5.4848 5.6301 -3.8182
H 5.4578 7.3699 -4.0837
C 4.1256 -4.3876 7.8152
C 4.3405 -5.1844 6.6034
N 4.5094 -5.8102 5.6515
H 3.0988 -4.4765 8.1775
H 4.7848 -4.7024 8.6278
H 4.3151 -3.3262 7.6379
C -5.9636 8.7207 -6.8707
C -4.7133 8.8586 -6.1185
N -3.7302 8.9669 -5.5268
H -6.2838 7.6775 -6.9292
H -6.7761 9.2842 -6.4060
H -5.8585 9.0866 -7.8949
C 3.9180 -8.4385 2.4930
C 2.9221 -7.9259 1.5470
N 2.1399 -7.5206 0.8054
H 4.8206 -8.7795 1.9803
H 4.2221 -7.6724 3.2115
H 3.5301 -9.2845 3.0652